# 1
Computed, not measured: 2 unconnected molecules or ions with the total composition C3FN3, with ωB97M-V with the def2-TZVPD basis set.

Computed properties:
max |F|	0.08739	hartree/bohr
ΔE to the lowest compared entry with this formula, charge and spin	315.40	kJ/mol
HOMO energy (alpha / beta)	-12.2 / -12.2	eV
HOMO-LUMO gap (alpha / beta)	0.335 / 0.335	hartree

CARTESIAN COORDINATES (ANGSTROEM)
C1 1.2961 0.2901 -0.0680
C2 -0.7267 -1.3899 -0.0473
C3 -0.0099 0.6944 -0.1022
N1 2.2949 -0.2276 0.0747
N2 -0.8791 -2.5386 0.0459
N3 -0.6185 1.7600 0.0850
F1 -2.0141 1.7936 -0.0071

Atom charges from the natural (NBO) analysis, given in e for atoms 1 to 4: C 0.128; C 0.157; C 0.317; N -0.112


# 2
Computed, not measured: a molecular structure, C3H10AgNaO5P, with ωB97M-V with the def2-TZVPD basis set.

Computed properties:
net charge	+2
max |F|	0.03323	hartree/bohr
expectation value of S²	0.7622
2S+1	2
HOMO energy (alpha / beta)	-17.5 / -17.5	eV
HOMO-LUMO gap (alpha / beta)	0.322 / 0.200	hartree

CARTESIAN COORDINATES (ANGSTROEM)
Na1 0.3198 2.8086 -5.0094
Ag1 -0.1807 -0.7740 -3.2928
O1 0.5623 1.2951 -3.1186
H1 0.4308 1.5871 -2.1987
C1 -2.3350 -0.1830 0.0781
O2 -1.2212 -0.5865 0.8895
P1 0.1586 -0.9475 0.2261
O3 0.0902 -1.3522 -1.2068
O4 1.1156 0.2679 0.5213
C2 0.7502 1.6378 0.4891
O5 0.7470 -2.0794 1.0530
C3 1.3258 -1.9124 2.3902
H2 -2.8046 -1.0258 -0.4286
H3 -2.1181 0.6424 -0.6023
H4 -3.1067 0.1753 0.7593
H5 0.8915 2.1344 1.4422
H6 -0.2945 1.8245 0.1912
H7 1.3166 2.1386 -0.3049
H8 0.9949 -0.9696 2.8162
H9 2.4061 -1.9485 2.3155
H10 0.9511 -2.7329 2.9903

Atom charges from the natural (NBO) analysis, given in e for atoms 1 to 4: Na 0.998; Ag 1.209; O -0.822; H 0.480


# 3
Computed, not measured: a molecular structure, C3H10AlO3, with ωB97M-V with the def2-TZVPD basis set.

Computed properties:
net charge	+2
max |F|	0.05830	hartree/bohr
expectation value of S²	1.7595
2S+1	2
HOMO energy (alpha / beta)	-18.7 / -18.5	eV
HOMO-LUMO gap (alpha / beta)	0.182 / 0.294	hartree

CARTESIAN COORDINATES (ANGSTROEM)
Al1 0.4356 3.3179 0.9166
O1 1.6743 1.3382 2.4387
H1 2.1104 0.5478 2.0652
O2 2.4947 2.6863 -1.0640
H2 3.3294 2.7146 -0.5571
C1 -1.3489 -1.1540 -1.4484
C2 -1.1282 -0.3984 -0.1700
C3 -0.4738 -1.3493 0.8082
O3 -0.3075 0.7342 -0.3973
H3 -0.5182 -1.7706 -1.7917
H4 -1.6292 -0.5159 -2.2864
H5 -2.1709 -1.7963 -1.1324
H6 -2.0807 -0.0393 0.2199
H7 0.1554 -2.1348 0.3896
H8 -1.1913 -1.8054 1.4903
H9 0.2171 -0.7895 1.4385
H10 0.4317 0.4145 -0.9197

Atom charges from the natural (NBO) analysis, given in e for atoms 1 to 4: Al 0.973; O -0.421; H 0.440; O -0.426